37
Properties=species:S:1:pos:R:3:forces:R:3 method="wB97M-V/def2-TZVPD" homo_ev="-22.08 / -22.08" homo_lumo_gap_ev="4.208 / 3.067" lumo_energy_ha="-0.6569 / -0.6989" total_energy_ev=-46108.5817 charge=+4
H 0.08565 3.26713 -3.82432 0.01 0.38 -0.14
B 0.24053 0.48773 -3.27380 -0.39 1.08 -0.92
N 1.39717 -0.39018 -2.73157 2.12 -1.04 -1.78
C -0.26265 -1.78474 0.65026 -1.99 -0.07 -1.40
H -0.90303 -1.80345 1.51826 -0.19 -0.53 0.14
H 0.51949 0.87043 -4.36591 0.02 -0.21 0.08
C -0.23840 3.85332 -1.65863 -0.08 0.92 -0.18
N -1.68936 -0.82841 -2.22407 -2.68 -1.33 -0.05
C -1.81593 -0.57574 -4.45403 3.13 1.60 0.93
C -0.28500 3.02747 -0.56003 -0.12 1.43 -0.89
N -1.08039 -0.32830 -3.34183 -0.46 0.20 -3.18
C 2.41768 -0.95579 -3.39186 -2.68 2.01 -0.85
N 0.07529 1.77234 -2.40034 0.04 -0.33 0.11
N -0.09304 1.80851 -1.04283 0.02 0.17 -1.18
H 0.59792 -2.37905 0.52407 0.72 -1.05 -0.19
O -1.29071 -0.47702 4.15190 1.15 0.32 -1.38
O 1.04896 -0.89564 4.14774 -0.89 0.90 -1.52
H -3.75910 -1.62078 -4.70264 -0.19 -0.07 -0.07
Cl 0.00146 0.00859 3.79044 -0.05 0.62 6.00
H -0.35396 4.93144 -1.65513 0.05 -0.11 -0.05
H -3.50632 -1.87928 -1.96172 -0.24 -0.11 0.05
H -0.42634 3.17853 0.49136 -0.08 0.39 0.38
C 2.59678 -1.48482 -1.23173 -2.57 1.62 1.51
C -2.96288 -1.26511 -4.06560 -1.15 -0.69 -0.12
H -0.84637 -1.58232 -0.29732 -0.73 -3.70 0.58
H 2.86684 -1.83410 -0.25072 0.36 -0.23 0.17
C 3.20281 -1.66451 -2.47758 1.91 -1.16 -0.48
H 2.50757 -0.80893 -4.45769 0.26 -0.12 -0.19
H -1.46812 -0.24731 -5.42596 -0.17 -0.05 -0.07
Pb -0.03590 0.12970 -0.16080 -1.14 1.62 1.70
O 0.22302 1.36458 4.13237 -0.05 -1.07 -0.52
H 0.46140 -0.70908 1.36139 -0.49 0.33 5.44
H 4.10256 -2.22882 -2.69295 0.12 -0.08 -0.03
C -0.01374 3.03979 -2.77706 -0.08 0.74 -0.11
O -0.01141 0.11615 2.17194 1.47 -1.04 -4.22
N 1.51132 -0.70758 -1.39882 3.10 -2.06 -0.14
C -2.83788 -1.40235 -2.65781 1.94 0.73 2.57